#a
Molecular formula: C4H8NS
Method: DFT, ωB97M-V with the def2-TZVPD basis set

Last column: natural (NBO) charge in e.
Atoms and positions in Å:
C 0.749 2.260 -0.467  0.004
C 1.906 1.676 -0.281  0.016
C -1.857 -1.564 0.894  -0.648
C 0.191 -0.840 -0.859  -0.441
N 0.817 0.952 0.193  -0.538
S -1.444 -0.989 -0.895  0.463
H 0.133 3.131 -0.527  0.275
H 2.963 1.496 -0.223  0.266
H -1.886 -0.748 1.545  0.230
H -1.023 -2.210 0.923  0.226
H -2.786 -2.070 0.745  0.249
H 0.532 -0.496 -1.866  0.249
H 1.092 -1.319 -0.405  0.257
H 0.613 0.723 1.222  0.390

As for the multiplicity: 1. As for the HOMO energy (spin up / spin down): -12.880 / -12.879 eV. The net charge is +1.

=====

#b
Molecular formula: C4H8NS
Method: DFT, ωB97M-V with the def2-TZVPD basis set

Last column: natural (NBO) charge in e.
Atoms and positions in Å:
C -0.560 0.840 1.461  -0.199
C -0.360 0.852 0.166  -0.257
C -0.703 2.253 1.062  -0.351
C 0.150 -1.988 -0.150  0.165
N 0.844 -2.095 -1.246  -0.585
S 0.008 0.728 -1.565  0.056
H -0.568 0.072 2.220  0.219
H -1.621 2.664 0.925  0.207
H 0.114 2.776 1.502  0.208
H -0.915 -2.021 -0.302  0.241
H 0.647 -2.181 0.779  0.242
H 1.867 -2.015 -1.216  0.437
H 0.527 1.862 -1.466  0.163
H 0.571 -1.747 -2.170  0.454

As for the multiplicity: 1. As for the HOMO energy: -12.521 eV. The net charge is +1.

=====

The structure with the greatest stability is #b.

=====

#a
Molecular formula: C4H8NS
Method: DFT, ωB97M-V with the def2-TZVPD basis set

Last column: natural (NBO) charge in e.
Atoms and positions in Å:
C -0.968 -1.568 -0.082  -0.383
C 0.075 -0.915 0.892  -0.456
C -0.963 -0.312 -0.955  -0.290
C -0.179 0.302 0.092  0.133
N 1.417 1.843 -0.103  -0.887
S -1.668 1.122 0.043  0.346
H -0.611 -2.457 -0.592  0.256
H -1.927 -1.752 0.400  0.253
H -0.164 -0.847 1.951  0.252
H 1.061 -1.352 0.766  0.260
H -0.978 -0.239 -2.025  0.285
H 1.269 2.325 -0.982  0.412
H 2.321 1.382 -0.091  0.408
H 1.314 2.468 0.686  0.411

As for the multiplicity: 1. As for the HOMO energy: -14.131 eV. The net charge is +1.

=====

#b
Molecular formula: C4H8NS
Method: DFT, ωB97M-V with the def2-TZVPD basis set

Last column: natural (NBO) charge in e.
Atoms and positions in Å:
C 0.686 -1.053 0.521  -0.164
C 1.978 -1.001 0.183  -0.366
C 0.330 1.381 0.719  -0.047
C -0.843 0.105 -0.952  -0.418
N -0.237 0.119 0.400  -0.438
S 2.912 0.346 -0.255  0.214
H 0.196 -1.974 0.796  0.246
H 2.514 -1.944 0.188  0.287
H 0.288 2.182 0.007  0.243
H 0.687 1.542 1.718  0.244
H -0.042 0.167 -1.690  0.251
H -1.406 -0.818 -1.100  0.249
H -1.517 0.956 -1.073  0.236
H -0.975 -0.083 1.093  0.464

As for the multiplicity: 1. As for the HOMO energy (spin up / spin down): -13.147 / -13.143 eV. The net charge is +1.

=====

The structure with the greatest stability is #a.